A 4-piece molecular cluster, C4H4Cl12 overall. Source: the Open Molecules 2025 dataset; level of theory: ωB97M-V/def2-TZVPD.

Each atom is followed by the atoms it is bonded to, with distances in Å.
Geometry (Å):
1 Cl 3.586 6.907 -0.143  C2 1.791
2 C 3.579 5.693 -1.460  Cl1 1.791, Cl3 1.749, Cl4 1.814, H5 1.090
3 Cl 4.959 5.663 -2.535  C2 1.749
4 Cl 2.042 5.949 -2.390  C2 1.814
5 H 3.600 4.660 -1.112  C2 1.090
6 Cl 1.883 -1.941 0.324  C7 1.763
7 C 1.697 -3.460 1.200  Cl6 1.763, Cl8 1.752, Cl9 1.803, H10 1.090
8 Cl 0.816 -4.576 0.178  C7 1.752
9 Cl 0.887 -3.306 2.804  C7 1.803
10 H 2.682 -3.883 1.395  C7 1.090
11 Cl -2.472 2.613 1.904  C12 1.796
12 C -1.027 1.553 2.031  Cl11 1.796, Cl13 1.807, Cl14 1.817, H15 1.090
13 Cl -0.801 0.968 3.726  C12 1.807
14 Cl 0.457 2.467 1.521  C12 1.817
15 H -1.125 0.660 1.413  C12 1.090
16 Cl -5.628 -4.276 -1.017  C17 1.745
17 C -4.151 -3.956 -1.890  Cl16 1.745, Cl18 1.800, Cl19 1.816, H20 1.090
18 Cl -3.278 -5.522 -2.048  C17 1.800
19 Cl -3.352 -2.594 -0.994  C17 1.816
20 H -4.353 -3.620 -2.907  C17 1.090

* electronic energy: -5677.0736 Ha
* spin multiplicity: 1
* orbital gap: 11.42 eV
* SMILES: ClC(Cl)Cl.ClC(Cl)Cl.ClC(Cl)Cl.ClC(Cl)Cl

***

A 16-piece molecular cluster, C68H154Cl14O27 overall. Source: the Open Molecules 2025 dataset; level of theory: ωB97M-V/def2-TZVPD.

Each atom is followed by the atoms it is bonded to, with distances in Å.
Geometry (Å):
1 C -4.314 0.418 5.558  O2 1.411, H10 1.090, H11 1.090, H12 1.090
2 O -5.218 1.046 4.676  C1 1.411, C3 1.472
3 C -6.157 0.125 4.014  O2 1.472, C4 1.499, H13 1.090, H14 1.090
4 C -7.178 0.932 3.272  C3 1.499, O5 1.371, H15 1.090, H16 1.090
5 O -6.586 1.402 2.129  C4 1.371, C6 1.436
6 C -7.480 2.225 1.362  O5 1.436, C7 1.598, H17 1.090, H18 1.090
7 C -6.860 2.583 -0.066  C6 1.598, O8 1.435, H19 1.090, H20 1.090
8 O -6.549 1.371 -0.770  C7 1.435, C9 1.411
9 C -6.133 1.562 -2.105  O8 1.411, H21 1.090, H22 1.090, H23 1.090
10 H -3.730 1.106 6.168  C1 1.090
11 H -3.527 -0.131 5.042  C1 1.090
12 H -4.696 -0.241 6.338  C1 1.090
13 H -6.710 -0.455 4.752  C3 1.090
14 H -5.676 -0.555 3.310  C3 1.090
15 H -7.636 1.666 3.935  C4 1.090
16 H -8.018 0.301 2.980  C4 1.090
17 H -7.760 3.023 2.050  C6 1.090
18 H -8.421 1.678 1.305  C6 1.090
19 H -5.921 3.124 0.049  C7 1.090
20 H -7.617 3.209 -0.537  C7 1.090
21 H -7.017 1.743 -2.717  C9 1.090
22 H -5.644 0.663 -2.479  C9 1.090
23 H -5.512 2.434 -2.309  C9 1.090
24 C -9.011 -3.465 1.152  O25 1.424, H33 1.090, H34 1.090, H35 1.090
25 O -8.263 -2.817 0.127  C24 1.424, C26 1.395
26 C -7.059 -2.223 0.504  O25 1.395, C27 1.540, H36 1.090, H37 1.090
27 C -6.077 -2.057 -0.671  C26 1.540, O28 1.387, H38 1.090, H39 1.090
28 O -5.647 -3.295 -1.123  C27 1.387, C29 1.408
29 C -4.677 -3.286 -2.144  O28 1.408, C30 1.496, H40 1.090, H41 1.090
30 C -4.163 -4.679 -2.327  C29 1.496, O31 1.421, H42 1.090, H43 1.090
31 O -5.100 -5.602 -2.865  C30 1.421, C32 1.393
32 C -4.624 -6.910 -2.923  O31 1.393, H44 1.090, H45 1.090, H46 1.090
33 H -8.496 -4.350 1.525  C24 1.090
34 H -10.073 -3.608 0.950  C24 1.090
35 H -8.928 -2.850 2.048  C24 1.090
36 H -6.590 -2.970 1.143  C26 1.090
37 H -7.162 -1.338 1.132  C26 1.090
38 H -5.290 -1.394 -0.311  C27 1.090
39 H -6.566 -1.498 -1.469  C27 1.090
40 H -3.814 -2.652 -1.939  C29 1.090
41 H -5.126 -2.969 -3.085  C29 1.090
42 H -3.887 -4.993 -1.321  C30 1.090
43 H -3.219 -4.749 -2.868  C30 1.090
44 H -5.237 -7.583 -3.522  C32 1.090
45 H -4.275 -7.381 -2.004  C32 1.090
46 H -3.722 -6.857 -3.532  C32 1.090
47 C 5.889 2.534 -1.595  O48 1.394, H56 1.090, H57 1.090, H58 1.090
48 O 4.599 3.039 -1.750  C47 1.394, C49 1.422
49 C 3.538 2.123 -1.510  O48 1.422, C50 1.502, H59 1.090, H60 1.090
50 C 2.235 2.679 -2.012  C49 1.502, O51 1.364, H61 1.090, H62 1.090
51 O 2.155 2.593 -3.371  C50 1.364, C52 1.377
52 C 1.484 3.594 -4.037  O51 1.377, C53 1.544, H63 1.090, H64 1.090
53 C 1.090 3.069 -5.435  C52 1.544, O54 1.456, H65 1.090, H66 1.090
54 O 0.069 2.041 -5.286  C53 1.456, C55 1.407
55 C -0.456 1.545 -6.493  O54 1.407, H67 1.090, H68 1.090, H69 1.090
56 H 6.555 3.394 -1.671  C47 1.090
57 H 6.213 1.925 -2.438  C47 1.090
58 H 6.033 1.916 -0.709  C47 1.090
59 H 3.441 1.928 -0.442  C49 1.090
60 H 3.799 1.233 -2.082  C49 1.090
61 H 2.141 3.733 -1.750  C50 1.090
62 H 1.266 2.330 -1.656  C50 1.090
63 H 2.197 4.401 -4.201  C52 1.090
64 H 0.619 3.994 -3.508  C52 1.090
65 H 1.881 2.596 -6.016  C53 1.090
66 H 0.618 3.807 -6.084  C53 1.090
67 H -1.358 0.979 -6.260  C55 1.090
68 H 0.164 0.783 -6.966  C55 1.090
69 H -0.661 2.353 -7.195  C55 1.090
70 C 1.274 -5.376 -2.910  O71 1.420, H79 1.090, H80 1.090, H81 1.090
71 O 1.916 -4.895 -4.081  C70 1.420, C72 1.377
72 C 1.252 -3.959 -4.843  O71 1.377, C73 1.536, H82 1.090, H83 1.090
73 C 1.487 -2.502 -4.419  C72 1.536, O74 1.439, H84 1.090, H85 1.090
74 O 2.889 -2.224 -4.591  C73 1.439, C75 1.406
75 C 3.237 -0.909 -4.237  O74 1.406, C76 1.516, H86 1.090, H87 1.090
76 C 4.749 -0.837 -4.150  C75 1.516, O77 1.420, H88 1.090, H89 1.090
77 O 5.043 -1.602 -2.990  C76 1.420, C78 1.361
78 C 6.381 -1.620 -2.738  O77 1.361, H90 1.090, H91 1.090, H92 1.090
79 H 0.247 -5.670 -3.130  C70 1.090
80 H 1.228 -4.495 -2.270  C70 1.090
81 H 1.755 -6.257 -2.486  C70 1.090
82 H 0.170 -4.091 -4.864  C72 1.090
83 H 1.512 -4.062 -5.896  C72 1.090
84 H 1.282 -2.225 -3.385  C73 1.090
85 H 0.857 -1.861 -5.035  C73 1.090
86 H 2.808 -0.626 -3.276  C75 1.090
87 H 2.958 -0.158 -4.977  C75 1.090
88 H 4.980 0.227 -4.089  C76 1.090
89 H 5.317 -1.208 -5.003  C76 1.090
90 H 7.017 -2.176 -3.428  C78 1.090
91 H 6.547 -2.102 -1.775  C78 1.090
92 H 6.699 -0.591 -2.571  C78 1.090
93 C -3.405 0.867 1.087  O94 1.466, H102 1.090, H103 1.090, H104 1.090
94 O -2.049 1.197 0.636  C93 1.466, C95 1.457
95 C -1.212 1.606 1.756  O94 1.457, C96 1.541, H105 1.090, H106 1.090
96 C 0.105 2.287 1.339  C95 1.541, O97 1.454, H107 1.090, H108 1.090
97 O 1.147 1.431 0.794  C96 1.454, C98 1.430
98 C 1.682 0.507 1.746  O97 1.430, C99 1.529, H109 1.090, H110 1.090
99 C 2.790 -0.368 1.158  C98 1.529, O100 1.378, H111 1.090, H112 1.090
100 O 2.281 -1.077 0.092  C99 1.378, C101 1.415
101 C 3.118 -2.142 -0.317  O100 1.415, H113 1.090, H114 1.090, H115 1.090
102 H -3.991 1.765 1.280  C93 1.090
103 H -3.409 0.176 1.931  C93 1.090
104 H -3.992 0.433 0.279  C93 1.090
105 H -1.069 0.766 2.436  C95 1.090
106 H -1.690 2.391 2.342  C95 1.090
107 H 0.722 2.807 2.071  C96 1.090
108 H -0.162 3.094 0.657  C96 1.090
109 H 0.915 -0.233 1.975  C98 1.090
110 H 2.025 0.885 2.709  C98 1.090
111 H 3.123 -0.948 2.018  C99 1.090
112 H 3.667 0.234 0.918  C99 1.090
113 H 2.633 -2.688 -1.126  C101 1.090
114 H 3.246 -2.832 0.517  C101 1.090
115 H 4.075 -1.797 -0.708  C101 1.090
116 C -0.124 6.714 -1.522  O117 1.444, H125 1.090, H126 1.090, H127 1.090
117 O -0.745 5.525 -2.059  C116 1.444, C118 1.441
118 C -2.016 5.240 -1.442  O117 1.441, C119 1.545, H128 1.090, H129 1.090
119 C -2.621 3.950 -2.038  C118 1.545, O120 1.406, H130 1.090, H131 1.090
120 O -3.297 4.092 -3.263  C119 1.406, C121 1.425
121 C -2.549 4.298 -4.459  O120 1.425, C122 1.491, H132 1.090, H133 1.090
122 C -3.316 4.562 -5.710  C121 1.491, O123 1.413, H134 1.090, H135 1.090
123 O -3.972 3.513 -6.393  C122 1.413, C124 1.392
124 C -4.699 2.646 -5.583  O123 1.392, H136 1.090, H137 1.090, H138 1.090
125 H -0.693 7.603 -1.794  C116 1.090
126 H 0.909 6.884 -1.824  C116 1.090
127 H -0.312 6.564 -0.459  C116 1.090
128 H -2.636 6.100 -1.696  C118 1.090
129 H -1.966 5.246 -0.353  C118 1.090
130 H -3.322 3.610 -1.277  C119 1.090
131 H -1.849 3.200 -2.212  C119 1.090
132 H -1.977 3.432 -4.793  C121 1.090
133 H -1.916 5.151 -4.215  C121 1.090
134 H -2.597 4.911 -6.452  C122 1.090
135 H -4.023 5.379 -5.572  C122 1.090
136 H -5.466 3.161 -5.005  C124 1.090
137 H -4.043 2.154 -4.864  C124 1.090
138 H -5.274 1.908 -6.143  C124 1.090
139 C 3.363 -12.143 -1.786  O140 1.401, H148 1.090, H149 1.090, H150 1.090
140 O 2.596 -11.021 -1.445  C139 1.401, C141 1.458
141 C 3.309 -9.900 -0.843  O140 1.458, C142 1.510, H151 1.090, H152 1.090
142 C 2.461 -8.868 -0.141  C141 1.510, O143 1.464, H153 1.090, H154 1.090
143 O 1.986 -9.458 1.111  C142 1.464, C144 1.484
144 C 0.869 -8.662 1.678  O143 1.484, C145 1.568, H155 1.090, H156 1.090
145 C 1.211 -7.161 1.976  C144 1.568, O146 1.401, H157 1.090, H158 1.090
146 O 1.613 -6.422 0.855  C145 1.401, C147 1.398
147 C 2.423 -5.311 1.108  O146 1.398, H159 1.090, H160 1.090, H161 1.090
148 H 4.062 -11.941 -2.597  C139 1.090
149 H 2.779 -13.015 -2.081  C139 1.090
150 H 3.865 -12.573 -0.919  C139 1.090
151 H 3.981 -9.497 -1.601  C141 1.090
152 H 3.995 -10.259 -0.076  C141 1.090
153 H 1.622 -8.670 -0.808  C142 1.090
154 H 2.995 -7.925 -0.020  C142 1.090
155 H 0.561 -9.124 2.615  C144 1.090
156 H 0.041 -8.700 0.970  C144 1.090
157 H 2.086 -7.109 2.624  C145 1.090
158 H 0.501 -6.591 2.577  C145 1.090
159 H 2.010 -4.493 1.698  C147 1.090
160 H 2.758 -4.896 0.158  C147 1.090
161 H 3.372 -5.599 1.561  C147 1.090
162 C 10.370 2.015 6.189  O163 1.419, H171 1.090, H172 1.090, H173 1.090
163 O 9.556 2.590 5.178  C162 1.419, C164 1.476
164 C 9.212 4.010 5.387  O163 1.476, C165 1.547, H174 1.090, H175 1.090
165 C 8.621 4.715 4.144  C164 1.547, O166 1.407, H176 1.090, H177 1.090
166 O 7.423 4.181 3.636  C165 1.407, C167 1.412
167 C 7.013 4.602 2.352  O166 1.412, C168 1.512, H178 1.090, H179 1.090
168 C 5.663 4.105 1.887  C167 1.512, O169 1.418, H180 1.090, H181 1.090
169 O 4.667 4.395 2.854  C168 1.418, C170 1.449
170 C 3.345 3.888 2.545  O169 1.449, H182 1.090, H183 1.090, H184 1.090
171 H 10.197 0.943 6.282  C162 1.090
172 H 10.296 2.580 7.118  C162 1.090
173 H 11.414 1.990 5.877  C162 1.090
174 H 10.174 4.444 5.661  C164 1.090
175 H 8.557 4.086 6.255  C164 1.090
176 H 9.356 4.671 3.340  C165 1.090
177 H 8.429 5.773 4.324  C165 1.090
178 H 7.766 4.308 1.621  C167 1.090
179 H 6.884 5.684 2.337  C167 1.090
180 H 5.746 3.041 1.666  C168 1.090
181 H 5.442 4.638 0.962  C168 1.090
182 H 3.259 2.832 2.289  C170 1.090
183 H 2.958 4.405 1.668  C170 1.090
184 H 2.679 4.113 3.379  C170 1.090
185 C -8.907 4.697 -2.929  O186 1.446, H194 1.090, H195 1.090, H196 1.090
186 O -8.156 5.640 -2.130  C185 1.446, C187 1.418
187 C -6.775 5.736 -2.439  O186 1.418, C188 1.496, H197 1.090, H198 1.090
188 C -6.037 6.396 -1.318  C187 1.496, O189 1.441, H199 1.090, H200 1.090
189 O -6.265 5.720 -0.066  C188 1.441, C190 1.472
190 C -6.155 6.406 1.232  O189 1.472, C191 1.544, H201 1.090, H202 1.090
191 C -4.844 7.206 1.394  C190 1.544, O192 1.451, H203 1.090, H204 1.090
192 O -3.673 6.441 1.008  C191 1.451, C193 1.407
193 C -3.307 5.499 1.987  O192 1.407, H205 1.090, H206 1.090, H207 1.090
194 H -9.910 4.557 -2.526  C185 1.090
195 H -8.523 3.677 -2.892  C185 1.090
196 H -8.938 5.039 -3.964  C185 1.090
197 H -6.591 6.226 -3.395  C187 1.090
198 H -6.392 4.716 -2.398  C187 1.090
199 H -6.280 7.458 -1.316  C188 1.090
200 H -4.995 6.446 -1.637  C188 1.090
201 H -6.310 5.585 1.932  C190 1.090
202 H -7.043 7.031 1.334  C190 1.090
203 H -4.694 7.404 2.455  C191 1.090
204 H -4.970 8.169 0.900  C191 1.090
205 H -2.331 5.016 2.036  C193 1.090
206 H -4.084 4.737 2.053  C193 1.090
207 H -3.272 5.964 2.972  C193 1.090
208 Cl -1.823 -1.345 7.657  C209 1.765
209 C -0.172 -1.573 7.077  Cl208 1.765, C210 1.513, H212 1.090, H213 1.090
210 C 0.209 -0.692 5.908  C209 1.513, Cl211 1.785, H214 1.090, H215 1.090
211 Cl -0.668 -1.310 4.483  C210 1.785
212 H -0.047 -2.630 6.842  C209 1.090
213 H 0.488 -1.371 7.920  C209 1.090
214 H 1.256 -0.541 5.645  C210 1.090
215 H -0.094 0.341 6.082  C210 1.090
216 Cl -1.913 -5.537 0.720  C217 1.830
217 C -1.440 -3.922 1.439  Cl216 1.830, C218 1.484, H220 1.090, H221 1.090
218 C -2.546 -2.938 1.541  C217 1.484, Cl219 1.836, H222 1.090, H223 1.090
219 Cl -3.738 -3.454 2.839  C218 1.836
220 H -0.673 -3.592 0.739  C217 1.090
221 H -0.883 -4.074 2.364  C217 1.090
222 H -3.090 -2.845 0.601  C218 1.090
223 H -2.217 -1.925 1.772  C218 1.090
224 Cl 6.826 -5.445 -4.938  C225 1.793
225 C 5.264 -4.723 -4.436  Cl224 1.793, C226 1.605, H228 1.090, H229 1.090
226 C 4.928 -4.972 -2.886  C225 1.605, Cl227 1.762, H230 1.090, H231 1.090
227 Cl 4.624 -6.682 -2.589  C226 1.762
228 H 4.478 -5.147 -5.060  C225 1.090
229 H 5.258 -3.641 -4.572  C225 1.090
230 H 4.019 -4.464 -2.563  C226 1.090
231 H 5.676 -4.580 -2.197  C226 1.090
232 Cl -2.628 0.433 -3.023  C233 1.790
233 C -0.838 0.472 -3.009  Cl232 1.790, C234 1.585, H236 1.090, H237 1.090
234 C -0.120 -0.295 -1.822  C233 1.585, Cl235 1.742, H238 1.090, H239 1.090
235 Cl -0.809 -1.883 -1.634  C234 1.742
236 H -0.473 1.497 -3.060  C233 1.090
237 H -0.390 0.022 -3.895  C233 1.090
238 H -0.335 0.311 -0.942  C234 1.090
239 H 0.964 -0.385 -1.882  C234 1.090
240 Cl 5.718 -4.310 0.978  C241 1.771
241 C 6.502 -4.242 2.565  Cl240 1.771, C242 1.546, H244 1.090, H245 1.090
242 C 5.516 -4.674 3.674  C241 1.546, Cl243 1.801, H246 1.090, H247 1.090
243 Cl 4.048 -3.631 3.661  C242 1.801
244 H 6.819 -3.202 2.632  C241 1.090
245 H 7.370 -4.900 2.609  C241 1.090
246 H 5.907 -4.688 4.691  C242 1.090
247 H 5.271 -5.707 3.429  C242 1.090
248 Cl 4.448 0.596 4.117  C249 1.854
249 C 6.111 0.065 3.489  Cl248 1.854, C250 1.495, H252 1.090, H253 1.090
250 C 7.218 0.577 4.353  C249 1.495, Cl251 1.757, H254 1.090, H255 1.090
251 Cl 7.264 0.110 6.047  C250 1.757
252 H 6.218 0.517 2.503  C249 1.090
253 H 6.122 -1.001 3.261  C249 1.090
254 H 7.302 1.664 4.353  C250 1.090
255 H 8.136 0.292 3.839  C250 1.090
256 Cl -0.282 5.108 3.719  C257 1.771
257 C -0.676 4.119 5.134  Cl256 1.771, C258 1.533, H260 1.090, H261 1.090
258 C 0.611 3.916 5.942  C257 1.533, Cl259 1.814, H262 1.090, H263 1.090
259 Cl 1.420 2.499 5.151  C258 1.814
260 H -1.117 3.160 4.861  C257 1.090
261 H -1.474 4.655 5.647  C257 1.090
262 H 0.352 3.488 6.911  C258 1.090
263 H 1.269 4.755 6.168  C258 1.090

* electronic energy: -11156.8066 Ha
* spin multiplicity: 1
* orbital gap: 9.18 eV

***

A 2-piece molecular cluster, C4H9NO overall. Source: the Open Molecules 2025 dataset; level of theory: ωB97M-V/def2-TZVPD.

Each atom is followed by the atoms it is bonded to, with distances in Å.
Geometry (Å):
1 C -2.383 -1.656 0.368  C2 1.332, H8 1.088, H9 1.088
2 C -1.175 -2.205 0.486  C1 1.332, H10 1.086, H11 1.086
3 C 0.637 -0.006 0.006  O4 1.341, N5 1.332
4 O -0.454 0.754 -0.166  C3 1.341, H7 0.974
5 N 1.726 0.745 -0.147  C3 1.332, C6 1.455, H12 1.006
6 C 1.827 2.157 -0.485  N5 1.455, H13 1.098, H14 1.090, H15 1.096
7 H -1.207 0.150 -0.031  O4 0.974
8 H -2.907 -1.631 -0.585  C1 1.088
9 H -2.893 -1.213 1.221  C1 1.088
10 H -0.634 -2.218 1.428  C2 1.086
11 H -0.649 -2.634 -0.362  C2 1.086
12 H 2.587 0.235 -0.034  N5 1.006
13 H 2.395 2.288 -1.415  C6 1.098
14 H 0.813 2.537 -0.615  C6 1.090
15 H 2.317 2.698 0.332  C6 1.096

* electronic energy: -287.7164 Ha
* spin multiplicity: 1
* orbital gap: 9.37 eV

***

Looking at energy above the lowest of the compared OMol25 structures with the same formula, charge and spin for the records above, in order, we have 72.4; 252.7; 304.7 kJ/mol.